# 1
# C30H55Cl2N10

A cluster of 7 separate species, C30H55Cl2N10 in total (the ωB97M-V functional and the def2-TZVPD basis, OMol25).

Its expectation value of S² is 0.752. As for the LUMO energy (spin up / spin down): -8.31 / -11.30 eV. The highest occupied orbital energy (spin up / spin down) is -13.862 / -13.861 eV. The calculation puts the frontier orbital gap (spin up / spin down) at 0.204 / 0.094 Eh. Its net charge is +4. Its multiplicity is 2.

```
97
Properties=species:S:1:pos:R:3:forces:R:3
C -18.90351 -13.28691 2.86225 0.3783 1.1599 -0.4407
C -19.15003 -11.71716 2.75234 -0.0306 -0.7091 0.8440
N -18.55231 -11.10363 1.57137 -0.6450 1.0743 -3.2311
C -17.27129 -10.63141 1.35760 -0.5139 0.3341 -1.4344
C -17.18247 -10.15778 0.01619 0.5963 -1.6506 2.3131
N -18.37612 -10.43928 -0.60849 -0.9747 -1.6077 3.3550
C -19.20570 -10.91349 0.39706 0.6511 -0.5193 -1.2231
C -18.78724 -10.33528 -2.02792 0.5773 2.0872 0.9492
H -18.42158 -13.53071 3.80904 -0.3164 0.0299 0.0047
H -18.21072 -13.61567 2.08762 0.2115 0.2537 -0.0469
H -19.78868 -13.89653 2.68073 -0.2167 0.3418 0.3638
H -18.77695 -11.13079 3.59203 0.4816 -0.4993 0.1606
H -20.20656 -11.45568 2.81148 -0.0839 -0.2237 -0.5839
H -16.59150 -10.73500 2.19041 0.4314 0.4157 -0.3719
H -16.27058 -9.78804 -0.42895 -0.0951 0.4294 -0.6365
H -20.22382 -11.19681 0.17447 0.0588 0.0763 0.3492
H -18.90593 -9.25216 -2.05744 -0.2773 0.0721 -1.0550
H -19.74413 -10.81168 -2.24115 0.3027 -0.2124 0.3046
H -17.96474 -10.58512 -2.69814 -0.1375 -0.3007 0.2833
C -20.59173 -11.53631 -6.76738 -1.2838 -0.3694 -1.2193
C -21.83742 -11.17562 -5.91303 2.3418 0.5828 -0.1484
N -21.93066 -11.99543 -4.67405 -0.5275 -1.7978 1.1439
C -23.05458 -12.04542 -3.86683 0.6440 0.1208 2.4708
C -22.72496 -12.62990 -2.59161 -1.0299 2.2289 -4.2431
N -21.44598 -12.97162 -2.77301 2.2688 -0.0127 -2.0163
C -20.95218 -12.72453 -4.02298 -2.3476 1.9385 0.9565
C -20.57826 -13.60980 -1.84407 -0.8447 -1.2986 1.1414
H -19.66500 -11.22996 -6.28220 -0.0245 -0.3622 -0.0660
H -20.65766 -11.04161 -7.73643 -0.0538 1.1243 0.3300
H -20.59733 -12.50828 -7.26068 0.2231 -0.7748 1.1080
H -22.78197 -11.00145 -6.42837 0.0224 -0.8056 0.1575
H -21.49817 -10.19916 -5.56727 -0.6591 0.2625 0.3612
H -23.97170 -11.50018 -4.03416 0.1183 -0.1126 -0.5820
H -23.33676 -12.55884 -1.70445 0.3470 -0.6086 0.0891
H -19.90723 -12.91632 -4.21714 -0.3356 0.1388 -0.6175
H -21.06411 -14.58208 -1.76209 0.6839 -0.3613 0.7958
H -20.66708 -13.05253 -0.91151 0.4186 -0.3675 0.1007
H -19.55459 -13.73818 -2.19579 -0.2152 0.2932 0.0137
C -17.62930 -18.15822 10.70466 0.6080 1.9494 -0.6670
C -17.01759 -17.07125 9.66619 -0.4198 -1.6157 0.9390
N -17.99371 -16.77365 8.65341 -1.8892 1.3490 -6.2511
C -19.23121 -16.16543 8.66562 -1.5859 -0.1641 4.1423
C -19.76472 -15.85206 7.48099 1.0799 0.0703 -0.3409
N -18.79504 -16.20575 6.59670 2.5417 -0.9031 1.2271
C -17.74615 -16.78625 7.29046 -0.7464 0.6500 0.9357
C -18.91738 -16.15006 5.18626 -0.2523 -1.6619 -2.3396
H -18.39404 -17.59861 11.24327 0.5016 -0.0680 0.8319
H -16.78502 -18.54824 11.27315 -0.4070 0.2873 0.4627
H -18.21206 -19.00816 10.34957 0.5165 0.0868 -1.0690
H -16.10756 -17.40723 9.16913 -0.2434 -0.4284 -0.1527
H -16.73287 -16.07469 10.00367 -0.1523 -0.3285 1.1902
H -19.79898 -16.04910 9.57694 0.3806 0.0480 0.2587
H -20.66371 -15.33487 7.17978 0.0337 -0.2713 0.2469
H -16.79623 -17.13165 6.90999 -0.2518 0.0044 -0.4158
H -19.10854 -17.17182 4.85827 0.0016 -0.2044 -0.1456
H -18.03650 -15.87566 4.60587 0.1748 0.4426 0.6282
H -19.79421 -15.63866 4.78910 0.1277 0.5194 0.7585
C -14.40927 -13.98199 -8.87672 0.7962 -0.3598 1.1557
C -15.76741 -13.36207 -8.97294 -0.7485 -0.7969 -0.2041
N -15.87552 -12.10623 -8.27804 -0.0575 2.6033 2.1475
C -15.54690 -10.85254 -8.86010 -0.8752 -1.0332 2.7392
C -15.77808 -9.90039 -7.88025 0.4975 -1.7343 0.8265
N -16.11710 -10.60283 -6.64494 0.3572 -1.9326 -3.3323
C -16.19448 -11.92855 -6.93944 1.0098 1.4784 -2.8194
C -16.26340 -10.10811 -5.30531 -1.1870 1.6272 0.2061
H -14.53483 -15.06293 -8.93918 0.3809 0.0644 -0.5452
H -14.03678 -13.81928 -7.86534 -0.0853 -0.0826 0.3155
H -13.58652 -13.58240 -9.46960 -0.4907 -0.1412 -0.6149
H -16.49610 -14.00101 -8.47407 0.0436 -0.2443 -0.1086
H -16.12910 -13.25486 -9.99557 0.0750 0.2502 0.0288
H -15.06286 -10.90864 -9.82392 -0.4147 0.6792 -0.1227
H -15.63537 -8.83071 -7.92282 -0.0346 -0.1121 0.2469
H -16.42104 -12.71252 -6.23201 0.0148 0.0397 -0.1723
H -16.55109 -9.06682 -5.45039 0.9204 0.3764 0.5469
H -15.41546 -10.28415 -4.64343 0.0519 0.3325 -0.2955
H -17.19435 -10.44042 -4.84596 0.0804 -0.8041 -0.0985
C -15.92936 -7.60496 2.09606 0.4743 1.8651 1.2228
C -15.74354 -6.01323 2.09799 0.3011 -1.6910 -2.5039
N -16.40647 -5.15874 3.02945 -2.0727 0.9775 0.8610
C -16.45119 -3.71631 2.90830 -1.3128 -1.8336 2.4236
C -17.24781 -3.30552 3.95825 -0.2511 -2.2022 0.6169
N -17.69739 -4.46800 4.71249 2.4272 -1.4184 -4.8493
C -17.20179 -5.59843 4.01523 0.1574 4.0038 1.4038
C -18.46379 -4.48822 5.90787 -0.4789 0.6777 1.4856
H -15.51992 -7.90867 3.05950 0.1843 -0.8316 -0.2468
H -15.39393 -7.96320 1.21681 0.5110 0.1202 0.2450
H -16.92877 -8.02033 1.96666 -0.3334 0.7438 0.2488
H -16.09807 -5.79016 1.09167 0.1493 0.6780 -0.0234
H -14.69911 -5.70726 2.15854 0.1519 -0.6172 -0.2274
H -15.91330 -3.13969 2.17033 -0.0386 -0.3218 -0.0260
H -17.60266 -2.33785 4.28087 0.2640 0.0219 -0.1520
H -17.30462 -6.61207 4.37349 -0.0070 0.1092 -0.2469
H -19.49351 -4.15717 5.77301 0.1246 0.1653 -0.2036
H -17.93657 -3.81566 6.58448 -0.3918 0.0392 0.2811
H -18.51439 -5.45355 6.41155 0.3413 -0.1498 -0.4582
Cl -15.06685 -7.63887 -2.05021 -0.6674 -0.6864 0.3488
Cl -14.57030 -11.25244 4.20411 -0.0289 0.0082 -0.0188
```
Forces are in eV/Å.

***

# 2
# C30H55F10N4O9PSSi2

A cluster of 2 separate species, C30H55F10N4O9PSSi2 in total (the ωB97M-V functional and the def2-TZVPD basis, OMol25).

As for the LUMO energy: -3.15 eV. The highest occupied orbital energy is -4.717 eV. The calculation puts the frontier orbital gap at 0.058 Eh. Its net charge is 0.

```
112
Properties=species:S:1:pos:R:3:forces:R:3
C 7.46582 -0.07485 1.16750 -0.3229 0.3722 -0.1687
C 7.79581 -0.83769 -0.28484 -0.9374 1.8723 0.5163
C 6.60973 -0.26949 -1.31356 1.6304 1.1528 0.9596
N 5.30998 -0.85262 -0.84022 -0.4267 -0.1127 -1.3770
C 4.18947 -0.81639 -1.82387 3.0250 -3.1179 -1.2484
C 3.39585 -2.29526 -1.83891 -1.7593 3.4695 1.3539
S 4.30784 -3.62282 -2.74085 -5.8320 -5.2627 -6.7673
O 4.17147 -3.30973 -4.28275 1.5640 0.3951 6.0608
O 3.56753 -4.98922 -2.54327 3.2818 5.2360 0.9066
C 6.10508 -3.88178 -2.40293 6.2921 -2.3263 -0.4477
F 6.51139 -4.06465 -0.99268 -1.5555 1.0701 -4.6333
F 7.00048 -2.87015 -3.08080 -3.3502 -3.1884 2.7637
F 6.47657 -5.18315 -3.08234 -1.6804 4.7645 2.4770
N 2.89901 -2.47218 -0.46572 1.3419 -0.4714 -0.7503
C 3.47469 -3.44098 0.45042 1.1492 -3.0383 2.0474
C 2.42667 -4.42498 1.31087 1.6568 0.0576 0.9437
O 1.74718 -5.42340 0.45006 0.4384 -1.3844 3.1858
C 1.76188 -6.65519 1.30812 4.5982 -4.3562 -1.2964
C 0.60700 -6.81577 2.48656 0.1295 0.8105 -0.4759
O 2.74164 -7.56910 1.08492 -6.8509 6.3022 1.5407
C 2.07426 -1.34163 0.08903 0.3601 0.1808 1.1689
C 2.72716 -0.77404 1.45201 2.0078 1.3292 0.5456
O 2.37662 -1.42850 2.71282 -1.7870 -2.0418 -4.3773
O 2.84755 -0.61077 3.64816 0.8174 2.4647 4.1525
P 0.31030 -2.02578 0.11745 -1.4256 2.1400 -0.0768
C -0.10920 -3.24555 -1.25923 -0.3498 -0.5937 -1.3684
C -0.54583 -2.26431 1.74104 -1.7654 -2.0044 1.7779
C 1.92983 -0.01266 -0.93051 -2.9556 -3.2955 -0.3863
C 0.92482 1.15328 -0.43954 -1.1093 5.2238 -3.9884
O 0.73359 2.20067 -1.30195 1.5806 -6.1591 4.7728
C -0.13800 1.32817 0.76481 -2.8009 -0.8328 0.3166
F 0.13918 0.79555 2.08459 -0.2576 1.1151 -3.4812
F -1.42020 0.67291 0.29008 3.7772 1.7157 1.5366
C -0.66657 2.89651 1.02570 -0.8603 0.6926 0.0164
F -1.73656 3.23246 0.01217 3.9808 -0.7386 3.2592
F 0.40921 3.89714 1.10621 -3.2554 -3.1289 -0.7819
C -1.46269 3.01775 2.49466 -1.1076 1.4015 0.6414
F -0.51846 3.19604 3.64048 -2.8554 -1.3481 -3.5246
F -2.48368 1.96922 2.69856 3.7026 2.7315 -0.3240
C -2.29109 4.46759 2.39354 1.6348 5.4840 1.2799
O -1.60216 5.61560 2.54307 -4.8838 -8.0962 -1.3583
O -3.74846 4.37348 2.17456 4.1255 -0.1427 2.3987
N 3.19586 0.36039 -1.65968 0.0262 0.7528 -2.7882
C 2.83440 0.56529 -3.15876 -0.4084 0.8556 -3.1409
C 3.84668 1.67297 -1.34734 2.8047 3.1998 0.3137
C 4.35446 2.00412 0.14957 1.0568 0.7559 1.2261
C 3.42436 3.06256 1.01383 0.9810 0.1025 -0.1342
F 4.34734 3.66077 2.03943 -2.0328 -1.3408 -2.2671
H 7.46476 1.10698 1.00551 0.1578 -2.5857 0.2572
H 6.36526 -0.32499 1.55065 2.5017 0.3001 -0.7303
H 8.25652 -0.31620 1.99629 -1.6134 0.3301 -1.6340
H 8.81555 -0.39640 -0.65503 -1.8908 -1.2930 0.6108
H 7.77721 -2.00079 -0.15927 0.1876 2.2541 -0.4460
H 6.61030 0.90912 -1.12055 -0.0662 -2.5144 -0.4646
H 6.86436 -0.40600 -2.44253 -0.6118 -0.1870 1.9072
H 5.51688 -1.78589 -0.43424 -0.7324 0.8117 -0.4176
H 4.70804 -0.79725 -2.90127 -1.4667 0.8283 2.1298
H 2.40372 -2.21686 -2.50996 2.4937 -0.4805 0.7323
H 4.22052 -3.04245 1.29824 -1.7532 -0.2771 -1.7014
H 4.15280 -4.28634 -0.05632 -1.6951 2.1412 0.4379
H 3.15036 -5.06696 2.01150 -1.2503 1.7166 -1.3927
H 1.72138 -3.84195 2.02858 0.9911 -0.9549 -1.5491
H -0.18103 -7.63025 2.14250 1.7847 1.7815 0.6801
H 0.08225 -5.76097 2.62382 0.9921 -2.3340 -0.4316
H 1.06996 -7.10933 3.53191 -0.6976 0.4154 -2.4586
H 2.59880 0.39881 1.63922 -0.2685 -2.5817 -0.6316
H 3.91653 -0.88433 1.37905 -2.4568 0.1653 -0.2195
H 2.17807 -0.62559 4.39659 0.8592 -0.0524 -1.3997
H -0.28170 -2.62166 -2.26181 0.3630 -1.1941 2.2147
H -1.18162 -3.70902 -1.01277 2.5054 0.9590 -0.3543
H 0.68442 -4.06754 -1.50593 -1.5587 1.3137 0.7837
H -1.70830 -2.02157 1.61107 2.6280 -0.3646 0.0004
H -0.20284 -1.66436 2.67889 -0.2290 -0.9417 -2.1848
H -0.52140 -3.41838 2.04532 -0.0029 2.3650 -0.4673
H 1.27582 -0.50705 -1.81275 1.2564 1.2807 1.9973
H -4.11995 3.95126 3.02177 0.5989 0.5313 -1.8017
H 2.49472 -0.41513 -3.68723 0.6102 1.5879 1.3460
H 2.01495 1.36705 -3.33889 1.2871 -1.4586 0.9864
H 3.78005 0.94884 -3.78065 -1.9557 -0.9488 1.7719
H 4.81894 1.71970 -2.04516 -2.2126 -0.3871 1.6107
H 3.23632 2.63363 -1.71507 0.7028 -2.6855 0.7468
H 4.65617 1.08390 0.82249 -0.8556 1.7787 -1.6313
H 5.38774 2.59835 0.02554 -2.3550 -1.2376 0.1454
H 2.54209 2.57135 1.60000 1.7242 1.0341 -1.0568
H 3.05313 3.92552 0.29958 0.7045 -1.6759 1.7082
C -5.31392 1.38681 -1.31805 0.2161 0.1294 -0.0428
Si -6.74713 2.54393 -0.89484 -2.2389 -2.0244 0.5243
C -7.00524 3.65000 -2.38779 0.3694 0.3434 -0.2203
C -6.18097 3.60189 0.54716 0.4587 0.4080 -0.0855
N -8.14959 1.58031 -0.51769 0.0871 1.8683 0.0592
Si -9.65987 2.33288 -0.08076 2.0741 -1.7282 -0.6681
C -10.35798 3.41020 -1.44879 -0.4459 0.2745 0.0148
C -9.53387 3.35491 1.48698 -0.3459 0.2919 0.2670
C -10.93631 0.97640 0.25227 -0.1349 0.2077 0.0072
H -4.41982 1.96971 -1.56038 0.1387 -0.0420 -0.0347
H -5.07717 0.73325 -0.47154 -0.0683 0.0273 -0.0595
H -5.55981 0.76178 -2.18302 -0.0284 0.0394 0.1088
H -6.04807 4.06658 -2.71767 0.0372 0.0853 -0.1015
H -7.66384 4.49074 -2.15975 -0.0228 -0.0543 -0.0363
H -7.43200 3.08589 -3.22254 -0.0177 0.0238 0.1279
H -6.11179 3.00997 1.46388 -0.0917 -0.0436 -0.0481
H -6.85631 4.44174 0.72259 -0.0223 -0.0529 0.0342
H -5.19058 4.01993 0.34064 -0.0644 0.0284 0.0264
H -9.79718 4.33997 -1.55822 0.0239 -0.0133 -0.0519
H -11.39414 3.68144 -1.22105 -0.0645 0.0527 -0.0665
H -10.35059 2.88127 -2.40615 0.0641 0.0239 0.0882
H -9.03568 2.79172 2.28170 0.0136 0.0237 -0.1057
H -10.53364 3.62299 1.84195 -0.0419 0.0628 0.0949
H -8.98753 4.28579 1.32117 0.0305 -0.0314 0.0321
H -10.60814 0.32823 1.07116 0.0009 0.0311 -0.1016
H -11.09039 0.36188 -0.64238 0.0636 0.0604 0.1303
H -11.89696 1.42268 0.53149 -0.0592 -0.0993 0.0137
```
Forces are in eV/Å.

***

Look up the net charge of the first one. +4